Entry i
The following is a quantum chemistry calculation of a structure of composition C4H9NO2, from the Open Molecules 2025 dataset.

```
16
C4H9NO2 | the Open Molecules 2025 dataset | the ωB97M-V functional and the def2-TZVPD basis
O -0.2812 -1.9615 0.9106
C -1.2578 -1.2089 1.1749
N -1.3859 0.2155 1.1549
C -0.0968 0.7855 0.6291
C 0.1712 0.3390 -0.8103
C 1.6132 -0.1809 -0.9640
O -0.1953 1.3190 -1.7568
H -2.2926 -1.5900 0.9780
H -1.0606 -0.4587 2.1411
H -0.2391 1.8598 0.6521
H 0.8156 0.5751 1.2352
H -0.4447 -0.5415 -0.9928
H 1.9765 -0.4566 -1.9707
H 2.2809 0.6766 -0.5794
H 1.4678 -1.0306 -0.2991
H -1.0711 1.6581 -1.5030
```

Output
- HOMO level (Ha) = -0.3711
- frontier orbital gap (eV) = 10.04

***

Entry ii
The following is a quantum chemistry calculation of the molecule C4H9NO2, from the Open Molecules 2025 dataset.

```
16
C4H9NO2 | the Open Molecules 2025 dataset | the ωB97M-V functional and the def2-TZVPD basis
C 0.0611 -0.0854 1.8002
C 0.0111 1.4161 1.1654
N 0.3319 1.3483 -0.2510
C -0.3523 0.1682 -0.5487
O -1.5512 0.0544 -0.5165
O 0.5026 -0.8180 -0.8996
C 0.0246 -1.3917 -2.1079
H 0.9809 -0.6686 1.6070
H 0.0122 0.1778 2.8341
H -0.7597 -0.8235 1.6435
H -1.0196 1.7694 1.2313
H 0.6755 2.1415 1.6672
H 1.3333 1.2450 -0.4029
H 0.8876 -1.8515 -2.5795
H -0.7753 -2.1060 -1.9164
H -0.3627 -0.5762 -2.7262
```

Output
- HOMO level (Ha) = -0.3620
- frontier orbital gap (eV) = 10.78

***

Relative energies, unit kcal/mol: entry i 61.7; entry ii 0.0

***

Entry i
The following is a quantum chemistry calculation of the molecule C4H9NO2, from the Open Molecules 2025 dataset.

```
16
C4H9NO2 | the Open Molecules 2025 dataset | the ωB97M-V functional and the def2-TZVPD basis
C -2.2165 0.0311 -0.2602
N -1.0347 -0.1965 0.5446
O -0.3221 1.2414 0.8244
C 0.5917 1.2844 -0.2064
C 0.7712 -0.3521 -0.3984
C 1.9290 -0.8303 0.4551
O 0.4507 -0.9306 -1.4249
H -1.9701 0.5165 -1.2068
H -2.8876 0.7021 0.2774
H -2.7282 -0.9106 -0.4603
H -0.9483 -1.1547 0.8817
H 0.1709 1.7049 -1.1259
H 1.5285 1.7189 0.1439
H 2.8586 -0.4686 0.0185
H 1.8594 -0.4353 1.4676
H 1.9475 -1.9207 0.4698
```

Output
- HOMO level (Ha) = -0.3247
- frontier orbital gap (eV) = 9.09

***

Entry ii
The following is a quantum chemistry calculation of a cluster of 2 separate species, C4H9NO2 in total, from the Open Molecules 2025 dataset.

```
16
C4H9NO2 | the Open Molecules 2025 dataset | the ωB97M-V functional and the def2-TZVPD basis
C -2.4415 -0.6447 -0.3159
C -0.9051 -0.5475 -0.3993
C -0.6005 0.7333 -1.1246
O -0.1364 1.7337 -0.6259
H -2.7932 -0.3130 0.6636
H -2.8016 -1.6589 -0.4966
H -2.9144 0.0056 -1.0630
H -0.4327 -0.5347 0.5874
H -0.4863 -1.3888 -0.9659
H -0.8920 0.7208 -2.1984
N 2.4360 0.6350 0.8423
C 2.4154 -0.1344 -0.2742
O 3.0505 -1.1550 -0.4430
H 3.0803 0.4048 1.5833
H 1.8504 1.4533 0.9117
H 1.7360 0.2794 -1.0348
```

Output
- HOMO level (Ha) = -0.3636
- frontier orbital gap (eV) = 10.67

***

Relative energies, unit kcal/mol: entry i 106.0; entry ii 0.0

***

Entry i
The following is a quantum chemistry calculation of a cluster of 2 separate species, C4H9NO2 in total, from the Open Molecules 2025 dataset.

```
16
C4H9NO2 | the Open Molecules 2025 dataset | the ωB97M-V functional and the def2-TZVPD basis
C 0.5919 1.9765 1.8226
C 0.2206 0.6168 1.3190
C 0.8845 -0.0034 0.3491
N 0.6141 -1.2971 -0.1348
H 0.7472 2.6411 0.9661
H -0.1431 2.4371 2.4746
H 1.5488 1.9903 2.3491
H -0.6517 0.1454 1.7620
H 1.7675 0.4693 -0.0669
H -0.1629 -1.7913 0.2868
H 1.3802 -1.9306 -0.3112
O -2.0276 -1.8684 -1.3268
C -1.7401 -1.1502 -2.2463
O -0.5940 -0.5701 -2.4885
H -2.4946 -0.9128 -3.0049
H 0.0592 -0.7528 -1.7499
```

Output
- HOMO level (Ha) = -0.3133
- frontier orbital gap (eV) = 9.45

***

Entry ii
The following is a quantum chemistry calculation of the molecule C4H9NO2, from the Open Molecules 2025 dataset.

```
16
C4H9NO2 | the Open Molecules 2025 dataset | the ωB97M-V functional and the def2-TZVPD basis
C 1.7407 1.1317 0.9011
C 0.9349 0.4617 -0.1921
O 1.4677 -0.8149 -0.5199
C -0.5211 0.2466 0.2319
N -0.5501 -0.5016 1.4881
C -1.2706 -0.5368 -0.8231
O -2.2591 -0.0971 -1.3610
H 2.7107 1.4331 0.4963
H 1.2156 2.0250 1.2368
H 1.9031 0.4252 1.7139
H 1.0150 1.0918 -1.0779
H 2.3026 -0.6919 -0.9828
H -1.0177 1.2165 0.3423
H -1.3411 -1.1296 1.5319
H -0.6013 0.1067 2.2926
H -0.8914 -1.5252 -1.1186
```

Output
- HOMO level (Ha) = -0.3458
- frontier orbital gap (eV) = 10.19

***

Relative energies, unit kcal/mol: entry i 0.0; entry ii 8.8

***

Entry i
The following is a quantum chemistry calculation of the molecule C5H11NOS2, from the Open Molecules 2025 dataset.

```
20
C5H11NOS2 | the Open Molecules 2025 dataset | the ωB97M-V functional and the def2-TZVPD basis
C 0.7599 0.4578 1.5316
C -0.5943 0.7590 0.9438
C 1.3198 -0.9366 1.1671
C -0.6037 1.0802 -0.5434
C -1.8767 1.0348 -1.3693
N 1.6014 -1.2401 -0.2075
O -0.9105 -2.0033 -0.7919
S 0.9926 -1.9719 -2.9165
S 0.1689 -1.1790 -1.3207
H 1.4059 1.3027 1.2051
H 0.8672 0.6103 2.6372
H -1.1491 -0.0699 1.1538
H -1.0026 1.6854 1.3845
H 2.2555 -1.1736 1.6988
H 0.7120 -1.7080 1.4746
H 0.1649 1.5783 -0.9805
H -2.4123 0.1966 -1.0053
H -1.7354 1.0562 -2.4691
H -2.5098 1.7788 -0.8776
H 2.5464 -1.2577 -0.7148
```

Output
- HOMO level (alpha / beta) (Ha) = -0.3035 / -0.3035
- frontier orbital gap (alpha / beta) (eV) = 7.15 / 7.14

***

Entry ii
The following is a quantum chemistry calculation of a cluster of 2 separate species, C5H11NOS2 in total, from the Open Molecules 2025 dataset.

```
20
C5H11NOS2 | the Open Molecules 2025 dataset | the ωB97M-V functional and the def2-TZVPD basis
C 4.8371 0.2481 -0.5850
C -0.8645 0.4463 0.0135
C -2.1013 1.1483 0.5158
C -2.0841 -1.7568 -0.4539
C -1.0590 -1.0439 0.0669
N -0.1270 -1.7946 0.8252
O 2.4800 -0.0196 0.3619
S -1.9214 2.9928 -0.1113
S 3.4649 0.9671 -0.0661
H 5.0466 -0.7664 -0.7097
H 5.5986 0.9945 -0.4251
H -0.6922 0.7819 -1.0296
H -0.0687 0.9065 0.5914
H -3.2338 0.8632 0.2334
H -2.2157 1.3737 1.5807
H -2.8276 -1.3588 -1.0335
H -2.0675 -2.7639 -0.1900
H -2.6495 2.7431 -1.2189
H -0.1504 -2.8367 0.6201
H 0.6355 -1.1248 1.0141
```

Output
- HOMO level (Ha) = -0.2794
- frontier orbital gap (eV) = 6.91

***

Relative energies, unit kcal/mol: entry i 4.7; entry ii 0.0

***

Entry i
The following is a quantum chemistry calculation of the molecule C4H9NO, from the Open Molecules 2025 dataset.

```
15
C4H9NO | the Open Molecules 2025 dataset | the ωB97M-V functional and the def2-TZVPD basis
C -2.3319 -0.0466 -0.5067
C -1.2971 -0.5778 0.4474
C 0.0874 -0.0238 0.1995
C 0.2992 1.4899 0.1760
N 1.1142 -0.8745 0.1180
O 2.3563 -0.3853 -0.3103
H -2.2262 0.9947 -0.5735
H -3.2607 -0.4641 -0.2070
H -2.0498 -0.4911 -1.5109
H -1.2688 -1.7175 0.4120
H -1.4966 -0.4284 1.6042
H 0.7670 1.7728 1.2564
H 0.9540 1.9103 -0.6725
H -0.7320 1.9268 0.1347
H 2.1171 0.6501 -0.6839
```

Output
- HOMO level (Ha) = -0.3353
- frontier orbital gap (eV) = 9.83

***

Entry ii
The following is a quantum chemistry calculation of the molecule C4H9NO, from the Open Molecules 2025 dataset.

```
15
C4H9NO | the Open Molecules 2025 dataset | the ωB97M-V functional and the def2-TZVPD basis
C -1.4091 -0.9275 0.1363
N -0.3137 0.0087 0.3018
C -0.7125 1.3636 -0.0308
C 0.8975 -0.3848 -0.3909
C 2.1379 -0.1437 0.4518
O 3.2573 -0.1208 0.0021
H -1.7672 -1.0045 -0.9069
H -2.2516 -0.6132 0.7613
H -1.0993 -1.9230 0.4705
H -1.5559 1.6673 0.5979
H 0.1139 2.0582 0.1546
H -1.0162 1.4689 -1.0902
H 1.0335 0.1116 -1.3662
H 0.8766 -1.4628 -0.5966
H 1.9335 -0.0246 1.5378
```

Output
- HOMO level (Ha) = -0.3301
- frontier orbital gap (eV) = 9.94

***

Relative energies, unit kcal/mol: entry i 49.8; entry ii 0.0

***

Entry i
The following is a quantum chemistry calculation of the molecule C4H9NO, from the Open Molecules 2025 dataset.

```
15
C4H9NO | the Open Molecules 2025 dataset | the ωB97M-V functional and the def2-TZVPD basis
C -1.3089 -0.9683 0.0001
C -0.1139 -0.0312 0.0017
C 1.0883 -0.5052 -0.8059
O 2.2104 0.3067 -0.5903
C -0.3202 1.4221 0.1822
N 0.3031 0.6239 1.2426
H -2.2496 -0.4332 -0.1592
H -1.2111 -1.7058 -0.8036
H -1.3897 -1.5257 0.9403
H 1.2940 -1.5569 -0.5377
H 0.8513 -0.4768 -1.8764
H 2.1837 0.5119 0.3615
H -1.3424 1.7646 0.3367
H 0.3450 2.1345 -0.2985
H -0.3401 0.4393 2.0066
```

Output
- HOMO level (Ha) = -0.3525
- frontier orbital gap (eV) = 10.59

***

Entry ii
The following is a quantum chemistry calculation of a cluster of 2 separate species, C4H9NO in total, from the Open Molecules 2025 dataset.

```
15
C4H9NO | the Open Molecules 2025 dataset | the ωB97M-V functional and the def2-TZVPD basis
C -1.3081 0.4079 0.4569
C -0.8817 -0.1961 -0.8307
N 0.3756 0.4108 -1.3152
C 0.4092 -0.8709 -0.5981
C 0.7816 -0.6854 0.8283
O 1.2280 1.1657 1.1219
H -2.0031 -0.2426 1.0010
H 0.2528 1.2927 1.2943
H -1.7600 1.3902 0.3149
H -1.5408 -0.5800 -1.6141
H 0.5024 0.2384 -2.3071
H 0.7973 -1.7331 -1.1420
H 1.8181 -0.8703 1.0805
H 0.1026 -1.1220 1.5513
H 1.2262 1.3946 0.1583
```

Output
- HOMO level (alpha / beta) (Ha) = -0.2651 / -0.2651
- frontier orbital gap (alpha / beta) (eV) = 7.73 / 7.74

***

Entry iii
The following is a quantum chemistry calculation of the molecule C4H9NO, from the Open Molecules 2025 dataset.

```
15
C4H9NO | the Open Molecules 2025 dataset | the ωB97M-V functional and the def2-TZVPD basis
C -1.9680 -0.0692 0.1249
N -0.5876 0.0903 0.5365
C 0.3171 -1.0095 0.1557
C 1.3103 -0.0133 -0.4888
O 2.5128 0.2947 0.2037
C 0.2576 1.0631 -0.1905
H -2.4457 -0.8594 0.7182
H -2.5319 0.8534 0.2999
H -2.0813 -0.3441 -0.9430
H -0.1482 -1.7117 -0.5545
H 0.7255 -1.5806 0.9985
H 1.6266 -0.2258 -1.5121
H 2.4069 0.1539 1.1543
H 0.8458 1.7068 0.4713
H -0.2400 1.6515 -0.9742
```

Output
- HOMO level (Ha) = -0.3152
- frontier orbital gap (eV) = 9.63

***

Relative energies, unit kcal/mol: entry i 0.0; entry ii 102.6; entry iii 12.3